C22H33BF17NO16S2Zr | ωB97M-V/def2-TZVPD

The spin multiplicity is 1. The value obtained for the lowest unoccupied orbital energy is -1.48 eV. The relative energy (zero: lowest compared OMol25 entry of this formula, charge and spin) is 165.9 kJ/mol. The calculation puts the HOMO energy at -9.3 eV. The value obtained for the total energy is -4682.5531 a.u.

```
93
Properties=species:S:1:pos:R:3:forces:R:3:mulliken_charge:R:1
Zr -0.98895 0.40631 1.65184 1.708 2.633 -4.787 0.718
N -0.04565 -0.67326 3.16097 3.666 -3.071 2.985 0.400
S -0.40613 -1.70144 4.33286 -7.854 -1.687 3.727 0.763
O -0.55422 -0.97205 5.57258 0.808 -1.097 -1.003 -0.575
O 0.04187 -3.07545 4.27209 0.472 2.181 -0.105 -0.541
F -1.93546 -1.86552 3.92606 -0.065 -0.230 -0.350 -0.303
S 1.59118 -1.01809 3.62142 7.322 2.333 -4.278 0.613
O 2.18726 -2.08608 2.82709 -1.611 1.275 1.888 -0.532
O 2.07371 -0.74002 4.97746 -1.854 -0.642 -2.919 -0.454
F 2.07405 0.24674 2.70611 -0.221 -0.220 1.281 -0.273
B -3.20770 0.41692 2.32080 -0.949 -0.139 0.521 1.206
H -4.22523 0.46849 2.67607 -3.399 0.039 0.860 -0.152
H -2.91770 -0.42100 1.70596 0.711 -3.682 -2.270 -0.317
H -2.88420 1.24893 1.71471 0.976 3.978 -2.489 0.491
H -2.51722 0.43617 3.14971 2.620 -0.137 3.266 -0.205
O 0.54500 -0.18105 0.18559 -0.991 2.390 1.748 -0.432
C 1.08832 0.98354 -0.47769 -1.014 0.646 -0.850 0.179
C 0.79853 2.35588 0.20138 0.986 -1.882 0.896 -1.014
O -0.47229 2.35572 0.80038 -0.757 -2.338 0.923 -0.676
H 0.67262 1.02150 -1.48459 -0.516 -0.160 -0.283 0.010
H 2.15343 1.03657 -0.70317 0.528 -0.931 0.598 0.411
H 1.09857 3.19273 -0.42931 -0.975 0.202 -0.644 0.433
H 1.59619 2.43216 0.94031 -0.058 0.032 0.850 0.335
C -3.98730 2.53217 6.14269 -0.346 0.312 -0.272 -1.547
C -2.96001 2.30268 5.07711 -0.202 -0.702 0.136 0.479
O -1.70251 2.72095 5.60227 4.204 0.482 -0.500 -0.324
C -0.59690 2.52029 4.83553 -2.809 -1.842 -3.957 0.098
O -0.70926 1.98104 3.67523 1.072 1.962 4.122 -0.611
C 0.83501 2.88386 5.36288 2.615 0.377 2.194 0.743
F 1.82196 3.15685 4.48709 -1.967 0.335 -0.496 -0.217
F 0.86419 3.96557 6.26925 -0.777 -2.240 -1.566 -0.253
F 1.34548 1.76197 5.96334 -1.541 1.109 0.177 -0.198
H -4.90416 2.25471 5.62263 -0.380 -0.026 0.502 0.404
H -4.06644 3.56392 6.48524 0.060 0.029 -0.180 0.384
H -3.81292 1.89782 7.01177 -0.074 -0.073 -0.154 0.345
H -3.14156 2.81159 4.13046 -0.058 0.050 0.081 0.302
H -2.93200 1.22541 4.91340 0.262 0.127 -0.255 -0.030
C -6.19501 0.24463 -0.48771 -0.902 -0.081 0.376 -1.279
C -5.06693 -0.61778 -0.98744 -1.263 -2.136 2.569 0.609
O -4.28882 0.06597 -1.86941 4.310 2.087 -1.909 -0.308
C -2.97771 0.43591 -1.59035 -0.613 -0.321 2.630 0.362
O -2.30725 0.18897 -0.57510 -2.100 0.327 -2.798 -0.446
C -2.39671 1.34792 -2.72394 -0.067 -0.695 0.530 0.761
F -1.52020 0.59439 -3.39679 0.317 0.005 -0.113 -0.246
F -3.36984 1.67491 -3.54852 -0.010 0.718 -0.301 -0.253
F -1.75664 2.43235 -2.25476 -0.793 -0.841 -0.232 -0.167
H -5.88090 0.67477 0.46329 -0.216 1.005 -0.457 0.193
H -7.14056 -0.24600 -0.25679 0.380 -1.079 0.315 0.426
H -6.62312 0.84485 -1.29056 0.853 0.967 0.164 0.355
H -5.48999 -1.53371 -1.39997 0.368 0.070 -0.750 0.369
H -4.44039 -0.95353 -0.16110 -0.101 0.037 0.201 -0.432
C 1.12572 -3.75499 -0.53842 0.302 -0.341 -0.215 -0.251
C -0.20916 -3.75142 -1.33517 1.652 0.652 1.687 -0.132
O -1.18190 -4.18059 -0.36056 -1.798 1.727 0.833 -0.274
C -1.81558 -3.30138 0.46141 3.988 2.480 0.529 0.109
O -1.40780 -2.18247 0.93812 -1.649 -4.432 -2.439 0.083
C -3.08214 -3.99549 0.90212 -0.163 1.583 -0.650 0.829
F -3.46067 -4.83762 -0.07052 -0.717 0.141 1.122 -0.248
F -2.85916 -4.59233 2.04808 -0.537 -0.637 0.282 -0.212
F -3.99872 -3.00153 1.05909 -0.144 -1.110 0.062 -0.193
H 2.01038 -3.50999 -1.12616 -0.181 0.032 -0.255 -0.122
H 1.28724 -4.74709 -0.11683 -0.081 -0.390 -0.470 0.387
H 1.18827 -3.16455 0.37567 -0.649 0.714 -0.371 -0.044
H -0.21278 -4.48863 -2.13804 -0.104 0.011 0.222 0.357
H -0.53273 -2.77869 -1.70560 0.300 0.070 -0.005 0.067
C 0.82963 3.09931 -4.06543 0.036 0.113 -0.742 -1.106
C 2.35011 2.88170 -4.12831 -1.493 -0.543 -0.899 -0.092
O 2.91419 4.16386 -4.18940 2.802 2.550 -0.219 -0.243
C 4.13789 4.36473 -4.80942 0.512 -2.576 -0.248 0.398
O 4.74900 3.49270 -5.42047 -1.370 2.081 1.290 -0.532
C 4.81259 5.81241 -4.62667 -3.657 -0.528 0.083 0.802
F 6.04046 5.78920 -4.27970 1.645 -0.474 0.783 -0.215
F 4.76376 6.44165 -5.82197 -0.599 0.118 0.887 -0.238
F 4.07596 6.44570 -3.62640 1.082 -0.096 -1.715 -0.249
H 0.29019 2.15802 -3.96017 0.188 0.048 0.292 0.126
H 0.49612 3.51552 -5.01602 0.106 -0.025 -0.221 0.480
H 0.48928 3.84433 -3.34625 0.332 -0.335 0.451 0.360
H 2.59560 2.40690 -5.07827 0.048 -0.553 0.262 0.341
H 2.68043 2.29101 -3.27387 0.444 0.229 -0.001 0.149
C 4.29166 -1.42681 -2.39761 -0.945 -1.442 -0.337 -0.710
C 4.15322 -2.28830 -3.66053 1.202 1.020 -0.226 -0.356
O 3.79075 -3.64876 -3.46981 -1.646 -1.950 1.123 -0.325
C 4.64275 -4.52876 -2.90150 2.411 3.228 -1.147 0.454
O 5.81805 -4.17588 -2.76867 -2.381 -2.167 0.533 -0.562
C 4.02672 -5.93501 -2.53068 -0.334 0.536 -2.351 0.872
F 3.75847 -5.99702 -1.27789 0.001 0.066 2.368 -0.228
F 2.88452 -6.25806 -3.17453 -0.093 0.883 -0.291 -0.259
F 4.87487 -6.87010 -2.88627 1.133 -0.531 0.136 -0.251
H 4.53415 -0.41229 -2.71390 0.394 -0.141 0.281 0.383
H 4.98179 -1.93807 -1.72648 0.268 0.675 0.067 0.358
H 3.30884 -1.41169 -1.92651 -0.009 0.202 0.271 -0.018
H 5.11168 -2.29021 -4.17962 -0.069 0.105 -0.222 0.346
H 3.38109 -1.83903 -4.28509 0.022 -0.446 -0.162 0.352
```
Forces are in eV/Å.